1.
ORCA calculation (the ωB97M-V functional and the def2-TZVPD basis) on C10H10AuClO3S2 as an isolated structure.

The value obtained for the frontier orbital gap is 0.2564 Eh. Its HOMO energy is -7.91 eV. The LUMO energy is -0.927 eV.

```
! RIJCOSX wB97M-V def2-TZVPD def2/J DEFGRID3
* xyz 0 1
Au -0.144 -0.255 0.130
Cl 5.821 4.019 0.078
C 4.622 2.762 0.018
C 5.042 1.414 -0.017
C 4.133 0.403 -0.063
C 2.724 0.649 -0.067
O 1.950 -0.368 -0.101
C 2.317 2.025 -0.047
C 0.980 2.482 -0.115
O -0.093 1.844 -0.147
C 3.300 3.056 -0.002
H 6.102 1.196 -0.006
H 4.446 -0.632 -0.088
H 0.855 3.571 -0.156
H 2.973 4.088 0.017
C -2.145 -0.053 0.345
H -2.478 0.469 -0.550
H -2.295 0.559 1.232
H -2.635 -1.015 0.447
C -0.579 -5.416 -0.160
O -0.459 -4.403 0.848
C -0.424 -3.123 0.540
S -0.255 -2.076 1.868
S -0.532 -2.527 -1.042
H -1.375 -6.084 0.158
H 0.367 -5.952 -0.202
H -0.810 -4.980 -1.128
*
```

***

2.
ORCA calculation (the ωB97M-V functional and the def2-TZVPD basis) on a 2-piece molecular cluster, C10H10BN2 overall at a distorted geometry.

The value obtained for the frontier orbital gap is 0.1719 Eh. The relative energy (zero: lowest compared OMol25 entry of this formula, charge and spin) comes out at 1.391 eV. Its HOMO energy is -3.07 eV. The LUMO energy is 1.612 eV.

```
! RIJCOSX wB97M-V def2-TZVPD def2/J DEFGRID3
* xyz -1 1
C 0.737 1.926 4.727
C 1.858 0.974 4.251
C 3.180 1.229 4.622
N 4.234 1.533 5.037
C 1.744 0.008 3.240
N 1.640 -0.871 2.457
C -0.703 1.349 4.432
C -1.042 -0.019 4.299
C -2.261 -0.434 3.706
C -3.219 0.515 3.314
C -2.964 1.887 3.533
C -1.748 2.249 4.122
H 0.856 2.865 3.995
H -0.442 -0.855 4.666
H -2.587 -1.489 3.602
H -4.136 0.274 2.780
H -3.701 2.693 3.358
H -1.554 3.298 4.362
H 0.776 2.376 5.788
B 0.973 -1.623 8.516
H 0.061 -1.692 7.725
H 2.113 -1.533 8.047
H 0.831 -0.705 9.388
*
```

***

3.
ORCA calculation (the ωB97M-V functional and the def2-TZVPD basis) on C10H10BN7RuS as an isolated structure at a distorted geometry.

Its expectation value of S² is 6.06. The value obtained for the frontier orbital gap (alpha / beta) is 0.2390 / 0.1693 Eh. Its HOMO energy (alpha / beta) is -15.50 / -15.50 eV. The LUMO energy (alpha / beta) is -9.001 / -10.894 eV.

```
! RIJCOSX wB97M-V def2-TZVPD def2/J DEFGRID3
* xyz 2 5
Ru -0.007 1.630 -0.789
C 3.371 -1.823 -1.087
C 3.263 -0.407 -1.173
N 2.074 -0.009 -0.768
N 1.375 -1.183 -0.431
C 2.130 -2.263 -0.636
B -0.007 -0.712 -0.059
N -1.371 -1.160 -0.434
C -2.168 -2.242 -0.649
C -3.369 -1.796 -1.108
C -3.237 -0.403 -1.179
N -2.032 0.002 -0.770
N 0.009 0.024 1.311
C 0.017 -0.294 2.596
C 0.016 0.894 3.335
C 0.011 1.918 2.417
N 0.006 1.373 1.172
H 4.245 -2.432 -1.303
H 4.010 0.310 -1.500
H 1.774 -3.269 -0.429
H -0.003 0.069 -1.128
H -1.833 -3.254 -0.437
H -4.247 -2.390 -1.341
H -3.975 0.323 -1.506
H 0.016 -1.326 2.933
H 0.015 0.988 4.411
H 0.007 2.985 2.566
S -0.040 6.206 -1.735
C -0.029 4.699 -1.300
N -0.020 3.543 -0.978
*
```

***

4.
ORCA calculation (the ωB97M-V functional and the def2-TZVPD basis) on C10H10BeBrNO3 as an isolated structure at a distorted geometry.

The value obtained for the frontier orbital gap is 0.1789 Eh. The relative energy (zero: lowest compared OMol25 entry of this formula, charge and spin) comes out at 0.134 eV. Its HOMO energy is 0.51 eV. The LUMO energy is 5.374 eV.

```
! RIJCOSX wB97M-V def2-TZVPD def2/J DEFGRID3
* xyz -2 1
C 0.495 -0.904 -1.753
C 1.705 -0.483 -1.104
C 2.391 -1.648 -0.662
H 2.058 0.535 -1.056
C 1.623 -2.782 -1.064
C 0.412 -2.332 -1.674
H -0.425 -2.947 -2.008
H -0.220 -0.248 -2.217
H 3.335 -1.671 -0.110
H 1.894 -3.805 -0.851
Be -0.245 0.911 1.104
Br 0.512 2.714 0.123
C -1.885 1.303 1.580
C -2.467 0.136 0.984
C -2.590 0.344 -0.431
H -2.925 -0.725 1.519
C -2.146 1.614 -0.750
C -1.787 2.321 0.471
H -1.939 3.416 0.629
H -1.897 1.572 2.653
H -3.033 -0.373 -1.149
H -2.053 2.066 -1.755
O 2.924 -0.568 2.630
N 2.445 0.287 1.924
O 2.958 1.159 1.254
O 0.861 0.110 1.714
*
```

***

5.
ORCA calculation (the ωB97M-V functional and the def2-TZVPD basis) on C10H10BrCeF as an isolated structure at a distorted geometry.

Its expectation value of S² is 0.75. The value obtained for the frontier orbital gap (alpha / beta) is 0.2623 / 0.2637 Eh. Its HOMO energy (alpha / beta) is -4.05 / -4.09 eV. The LUMO energy (alpha / beta) is 3.091 / 3.090 eV.

```
! RIJCOSX wB97M-V def2-TZVPD def2/J DEFGRID3
* xyz -1 2
C -1.251 -0.838 -1.377
C -1.349 -1.862 -0.388
C -2.147 -1.360 0.695
H -0.882 -2.826 -0.427
C -2.525 -0.007 0.367
C -1.957 0.313 -0.899
H -2.070 1.243 -1.425
H -0.763 -0.927 -2.316
H -2.359 -1.877 1.616
H -3.108 0.655 0.992
Ce -0.010 -0.157 1.276
Br 1.024 -2.372 2.345
C 2.219 1.236 0.768
C 1.335 1.984 -0.088
C 1.128 1.228 -1.263
H 0.925 2.966 0.131
C 1.835 -0.006 -1.133
C 2.524 0.008 0.106
H 3.109 -0.806 0.519
H 2.547 1.535 1.759
H 0.545 1.537 -2.114
H 1.853 -0.804 -1.861
F -0.624 1.134 2.717
*
```

***

6.
ORCA calculation (the ωB97M-V functional and the def2-TZVPD basis) on one molecule with the formula C10H10BrClF2O at a distorted geometry.

The value obtained for the frontier orbital gap is 0.3527 Eh. Its HOMO energy is -9.06 eV. The LUMO energy is 0.537 eV.

```
! RIJCOSX wB97M-V def2-TZVPD def2/J DEFGRID3
* xyz 0 1
C 1.382 1.268 -1.110
C 1.479 0.459 1.209
C 0.313 0.525 -1.356
C 0.244 -0.139 0.999
C 2.048 1.157 0.101
C -0.336 -0.063 -0.265
C 3.452 1.706 0.340
C -1.300 -2.971 -0.124
C -1.707 -0.640 -0.312
C -2.827 0.549 0.315
O -2.061 -1.770 0.381
F -2.087 -0.732 -1.598
F -2.606 0.625 1.663
Cl -2.313 2.072 -0.521
Br -4.676 0.158 0.061
H 1.601 1.909 -1.979
H 1.978 0.305 2.174
H -0.099 0.538 -2.401
H -0.208 -0.857 1.763
H 3.668 2.437 -0.434
H 3.326 2.307 1.203
H 4.110 0.811 0.305
H -0.304 -2.623 -0.162
H -1.767 -3.268 -0.977
H -1.310 -3.762 0.725
*
```

***

7.
ORCA calculation (the ωB97M-V functional and the def2-TZVPD basis) on C10H10Cl2O4Os as an isolated structure at a distorted geometry.

Its expectation value of S² is 6.05. The value obtained for the frontier orbital gap (alpha / beta) is 0.2328 / 0.1267 Eh. Its HOMO energy (alpha / beta) is -6.89 / -7.83 eV. The LUMO energy (alpha / beta) is -0.554 / -4.378 eV.

```
! RIJCOSX wB97M-V def2-TZVPD def2/J DEFGRID3
* xyz 0 5
C 0.575 1.955 -0.005
C 0.255 1.382 -1.251
C 1.255 0.343 -1.546
H -0.384 1.843 -1.980
C 2.107 0.199 -0.432
C 1.562 1.042 0.661
H 2.383 1.500 1.281
H 0.114 2.825 0.471
H 1.480 -0.133 -2.512
H 3.046 -0.364 -0.276
Os -0.250 -0.275 -0.172
Cl -2.327 0.788 0.413
C -2.191 -2.572 -0.111
C -0.975 -3.288 -0.342
C -0.588 -3.071 -1.702
H -0.605 -4.111 0.278
C -1.563 -2.227 -2.311
C -2.562 -1.931 -1.337
H -3.567 -1.551 -1.553
H -2.893 -2.759 0.710
H 0.146 -3.672 -2.254
H -1.667 -2.072 -3.392
O 1.056 4.006 2.634
Cl 1.530 3.651 3.980
O 2.863 4.309 4.285
O 0.458 3.975 4.977
O 0.742 0.206 1.482
*
```

***

8.
ORCA calculation (the ωB97M-V functional and the def2-TZVPD basis) on C10H10ClErF as an isolated structure at a distorted geometry.

Its expectation value of S² is 3.75. The value obtained for the frontier orbital gap (alpha / beta) is 0.1454 / 0.1468 Eh. Its HOMO energy (alpha / beta) is -2.39 / -2.39 eV. The LUMO energy (alpha / beta) is 1.571 / 1.609 eV.

```
! RIJCOSX wB97M-V def2-TZVPD def2/J DEFGRID3
* xyz -1 4
C -3.251 -0.996 -0.240
C -2.043 -1.219 -0.997
C -1.466 0.052 -1.290
H -1.681 -2.153 -1.428
C -2.207 1.045 -0.608
C -3.358 0.412 -0.003
H -4.166 0.922 0.509
H -3.945 -1.766 0.093
H -0.736 0.242 -2.073
H -1.940 2.097 -0.611
Er -1.394 -0.372 1.363
Cl -0.079 -2.357 1.799
C 3.338 0.262 -0.124
C 2.791 1.484 -0.651
C 2.108 1.183 -1.873
H 2.946 2.468 -0.235
C 2.227 -0.228 -2.108
C 2.978 -0.786 -1.027
H 3.230 -1.843 -0.894
H 3.998 0.176 0.746
H 1.461 1.868 -2.422
H 1.706 -0.788 -2.877
F -0.443 1.220 2.099
*
```

***

Electronic energy
In order: -54558.0009 -14186.1901 -35035.9767 -88603.3588 -96226.0956 -100577.6883 -46218.5486 -53396.0974
Unit: eV